Molecular formula: C6H10O
Method: DFT, wB97M-V/def2-TZVPD

## Properties
**HOMO energy (spin up / spin down)**: -6.94 / -7.54 eV
**LUMO level (spin up / spin down)**: -0.72 / -0.45 eV
**Orbital gap (spin up / spin down)**: 6.22 / 7.09 eV

```
! RIJCOSX wB97M-V def2-TZVPD def2/J DEFGRID3
* xyz 0 1
O -0.0648 2.4285 0.5964
C -0.1281 1.1666 0.2694
C 1.1185 0.6287 -0.3563
C 1.3403 -0.8648 -0.1397
C 0.0483 -1.6406 -0.3981
C -1.0730 -1.0621 0.4155
C -1.1617 0.2531 0.6984
H -1.0695 2.6323 0.3822
H -1.8999 1.9721 -0.5524
H 1.9551 1.2498 -0.0183
H 0.9905 0.8507 -1.4267
H 1.6574 -1.0371 0.8957
H 2.1471 -1.2163 -0.7904
H -0.2087 -1.5957 -1.4680
H 0.1836 -2.6998 -0.1565
H -1.8563 -1.7277 0.7682
H -1.9787 0.6623 1.2807
*
```


Molecular formula: C6H10O
Method: DFT, wB97M-V/def2-TZVPD

## Properties
**HOMO energy (spin up / spin down)**: -7.23 / -7.18 eV
**LUMO level (spin up / spin down)**: 0.34 / 0.54 eV
**Orbital gap (spin up / spin down)**: 7.57 / 7.72 eV

```
! RIJCOSX wB97M-V def2-TZVPD def2/J DEFGRID3
* xyz 0 1
C -1.1246 -0.0780 0.7669
C -0.2833 -1.9058 -0.6450
O 0.6836 -1.0629 -0.9378
C 1.3382 -0.5233 0.1493
C 1.5733 0.9136 -0.0097
C 0.4774 1.6656 -0.2099
C -0.9273 1.0933 -0.2105
H -1.1194 0.2734 1.8089
H -2.0806 -0.5763 0.6038
H -0.1455 -2.5894 0.1932
H -0.8506 -2.2383 -1.5107
H 0.1033 -0.5219 0.8353
H 2.0303 -1.1996 0.6462
H 2.5622 1.3588 0.0825
H 0.5788 2.7389 -0.3633
H -1.1799 0.7540 -1.2251
H -1.6357 1.8978 0.0259
*
```


Molecular formula: C6H10O
Method: DFT, wB97M-V/def2-TZVPD

## Properties
**HOMO energy**: -8.52 eV
**LUMO level**: 0.03 eV
**Orbital gap**: 8.55 eV

```
! RIJCOSX wB97M-V def2-TZVPD def2/J DEFGRID3
* xyz 0 1
C -0.6680 0.1305 1.6331
C 0.1420 -0.5864 0.5626
C -0.3646 -1.2611 -0.5925
C 0.0157 -0.1822 -1.5619
O -0.6325 1.1019 -1.5003
C 0.4242 1.6820 -0.7136
C 0.9908 0.2984 -0.4035
H -0.0124 0.4964 2.4311
H -1.3941 -0.5628 2.0660
H -1.2137 0.9817 1.2151
H 0.1428 -1.7614 1.1602
H -0.0837 -2.2746 -0.8468
H -0.8604 -2.3008 0.8262
H 0.3237 -0.4325 -2.5816
H 0.0471 2.2840 0.1188
H 1.0843 2.2962 -1.3403
H 2.0588 0.0908 -0.4728
*
```


Molecular formula: C6H10O
Method: DFT, wB97M-V/def2-TZVPD

## Properties
**HOMO energy**: -8.42 eV
**LUMO level**: 0.69 eV
**Orbital gap**: 9.11 eV

```
! RIJCOSX wB97M-V def2-TZVPD def2/J DEFGRID3
* xyz 0 1
C 2.4518 0.0801 0.2359
C 0.9505 0.1991 0.1317
C 0.1196 -0.8330 0.3412
C -1.3855 -0.8629 0.1564
C -1.9042 -0.1350 -1.0859
C 0.5204 1.5499 -0.3002
O -0.0527 2.1930 0.6906
H 2.8457 0.7417 1.0178
H 2.9247 0.3770 -0.7065
H 2.7390 -0.9483 0.4716
H 0.5817 -1.7839 0.6123
H -1.8908 -0.4685 1.0487
H -1.6875 -1.9135 0.0926
H -2.9741 -0.3245 -1.2319
H -1.7719 0.9472 -1.0090
H -1.3577 -0.4672 -1.9740
H -0.1090 1.6487 1.5089
*
```


For reference, total energy by record: -8427.30957, -8426.14670, -8423.97467, -8428.47756 eV.
For reference, max |F| by record: 0.5, 0.3, 0.4, 0.3 eV/A.